Here is a molecular structure, C3HLiO4Pd in a non-equilibrium geometry from the OMol25 dataset. Energies are from the ωB97M-V functional and the def2-TZVPD basis.

Output
- HOMO (alpha / beta) (eV) = -23.72 / -24.47
- electronic energy (eV) = -14960.7467
- strongest force on any atom (Eh/bohr) = 0.1432
- total charge = +3
- multiplicity = 4
- <S²> = 3.766
- E_LUMO (alpha / beta) (Eh) = -0.5266 / -0.6424
- Kohn-Sham gap (alpha / beta) (eV) = 9.40 / 6.99

Element x y z (Å)
O 1.98 1.04 0.01
C 1.65 -0.16 -0.43
O 0.35 -0.48 -0.14
O 2.52 -0.93 -0.06
Pd 0.43 2.16 0.18
C -0.50 0.53 0.07
C -1.83 0.22 0.14
O -2.97 0.13 0.15
Li -5.15 -0.38 0.03
H 2.95 0.53 0.50

Atom charges from the natural (NBO) analysis, given in e for atoms 1 to 4:
1 O -0.7498
2 C 0.9566
3 O -0.3418
4 O -0.3433

---

Here is 2 unconnected molecules or ions with the total composition C2H3Br2NOSi in a non-equilibrium geometry from the OMol25 dataset. Energies are from the ωB97M-V functional and the def2-TZVPD basis.

Output
- HOMO (eV) = -9.41
- electronic energy (eV) = -153623.5793
- strongest force on any atom (Eh/bohr) = 0.0743
- total charge = 0
- multiplicity = 1
- E_LUMO (Eh) = -0.0686
- Kohn-Sham gap (eV) = 7.54

Element x y z (Å)
C 0.01 1.27 1.92
C -0.91 -0.38 -0.78
N -1.04 1.61 2.25
O 1.16 0.95 1.62
Si 0.92 -0.46 -0.47
Br 1.55 -2.35 0.37
Br 2.10 0.14 -2.19
H -1.14 -0.60 -1.83
H -1.59 -0.92 -0.19
H -1.06 0.73 -0.70

Atom charges from the natural (NBO) analysis, given in e for atoms 1 to 4:
1 C 0.5321
2 C -1.1636
3 N -0.5483
4 O -0.6890

---

Here is a gas-phase ion, C5H7N4O (charge +1) in a non-equilibrium geometry from the OMol25 dataset. Energies are from the ωB97M-V functional and the def2-TZVPD basis.

Output
- HOMO (eV) = -14.48
- electronic energy (eV) = -13293.9706
- strongest force on any atom (Eh/bohr) = 0.0897
- total charge = +1
- multiplicity = 1
- SMILES = [O-][N+]1=NC[N+]2=CCN=C[C@H]21
- E_LUMO (Eh) = -0.2118
- Kohn-Sham gap (eV) = 8.72

Element x y z (Å)
O -3.48 1.10 0.00
N -2.60 0.31 0.02
N -2.62 -0.84 -0.45
C -1.34 -1.52 -0.24
N -0.36 -0.60 0.23
C 0.87 -0.46 -0.16
C 1.52 0.87 -0.14
N 0.58 1.87 -0.42
C -0.65 1.78 -0.18
C -1.31 0.68 0.54
H -1.55 -2.36 0.32
H -1.12 -1.91 -1.13
H 1.44 -1.38 -0.32
H 1.85 1.01 0.92
H 2.45 1.04 -0.75
H -1.33 2.54 -0.59
H -1.36 0.88 1.69

Atom charges from the natural (NBO) analysis, given in e for atoms 1 to 4:
1 O -0.3440
2 N 0.3276
3 N -0.1733
4 C -0.1255

---

Here is a single CH3NOS molecule in a non-equilibrium geometry from the OMol25 dataset. Energies are from the ωB97M-V functional and the def2-TZVPD basis.

Output
- HOMO (eV) = -9.74
- electronic energy (eV) = -15456.1175
- strongest force on any atom (Eh/bohr) = 0.0922
- total charge = 0
- multiplicity = 1
- E_LUMO (Eh) = 0.0177
- Kohn-Sham gap (eV) = 10.22

Element x y z (Å)
C 0.02 -0.73 0.00
N 0.92 0.18 -0.35
O -0.33 1.55 1.59
S 0.79 1.56 0.71
H 0.09 -1.72 -0.61
H -0.72 -0.74 0.85
H 0.46 2.24 -0.44

Atom charges from the natural (NBO) analysis, given in e for atoms 1 to 4:
1 C -0.0905
2 N -0.6024
3 O -0.9523
4 S 1.2481

---

Here is a single C3H4FNO2 molecule in a non-equilibrium geometry from the OMol25 dataset. Energies are from the ωB97M-V functional and the def2-TZVPD basis.

Output
- HOMO (eV) = -10.28
- electronic energy (eV) = -11473.8930
- strongest force on any atom (Eh/bohr) = 0.0841
- total charge = 0
- multiplicity = 1
- SMILES = O=[N+]([O-])C/C=C/F
- E_LUMO (Eh) = 0.0078
- Kohn-Sham gap (eV) = 10.49

Element x y z (Å)
O 0.75 -0.17 2.35
N 0.72 -0.59 1.27
O 0.32 -1.71 0.97
C 0.96 0.34 0.23
C -0.28 0.58 -0.65
C -1.32 -0.23 -0.81
F -2.32 0.20 -1.64
H 1.30 1.31 0.69
H 1.64 -0.04 -0.52
H -0.06 1.52 -1.24
H -1.71 -1.21 -0.64

Atom charges from the natural (NBO) analysis, given in e for atoms 1 to 4:
1 O -0.3398
2 N 0.5338
3 O -0.4084
4 C -0.3186

---

Here is a molecular structure, C3H12IMgN6O3 in a non-equilibrium geometry from the OMol25 dataset. Energies are from the ωB97M-V functional and the def2-TZVPD basis.

Output
- HOMO (eV) = -12.08
- electronic energy (eV) = -31929.5010
- strongest force on any atom (Eh/bohr) = 0.0568
- total charge = +1
- multiplicity = 1
- E_LUMO (Eh) = -0.2830
- Kohn-Sham gap (eV) = 4.38

Element x y z (Å)
Mg -8.52 11.97 12.01
I -7.62 10.08 13.67
C -4.00 9.41 10.72
O -4.52 10.35 10.14
N -4.35 8.99 11.93
N -3.08 8.53 10.21
H -3.73 8.34 12.36
H -5.08 9.46 12.44
H -2.64 8.81 9.34
H -2.75 7.77 10.76
C -10.77 9.27 16.21
O -11.06 9.95 15.23
N -11.71 8.75 17.04
N -9.54 8.91 16.59
H -12.63 9.09 16.79
H -11.47 8.08 17.74
H -8.83 9.37 16.03
H -9.43 8.46 17.48
C -4.38 12.81 15.85
O -3.91 13.34 16.83
N -5.71 12.70 15.68
N -3.65 12.00 15.04
H -6.24 12.08 15.09
H -6.25 13.10 16.43
H -4.14 11.69 14.22
H -2.66 11.96 15.23

Atom charges from the natural (NBO) analysis, given in e for atoms 1 to 4:
1 Mg 1.5783
2 I -0.5542
3 C 0.7728
4 O -0.6824

---

Here is a single C3H10OSSi molecule in a non-equilibrium geometry from the OMol25 dataset. Energies are from the ωB97M-V functional and the def2-TZVPD basis.

Output
- HOMO (eV) = -8.94
- electronic energy (eV) = -24031.1839
- strongest force on any atom (Eh/bohr) = 0.0654
- total charge = 0
- multiplicity = 1
- E_LUMO (Eh) = 0.0269
- Kohn-Sham gap (eV) = 9.68

Element x y z (Å)
C 0.38 1.03 -0.85
C -2.27 0.39 0.72
C 0.44 0.03 0.28
O -1.11 -1.56 -1.00
Si 1.99 -1.13 0.25
S -1.04 -1.02 0.34
H 0.16 0.48 -1.85
H 1.42 1.36 -1.15
H -0.20 1.92 -0.55
H -2.69 0.29 1.70
H -3.06 0.21 0.00
H -1.85 1.34 0.40
H 0.44 0.54 1.19
H 1.71 -1.96 -1.01
H 2.52 -1.81 1.49
H 3.17 -0.10 0.03

Atom charges from the natural (NBO) analysis, given in e for atoms 1 to 4:
1 C -0.6568
2 C -0.8258
3 C -0.8187
4 O -0.9819

---

Here is a single C3H6N2O molecule in a non-equilibrium geometry from the OMol25 dataset. Energies are from the ωB97M-V functional and the def2-TZVPD basis.

Output
- HOMO (eV) = -9.62
- electronic energy (eV) = -8234.4664
- strongest force on any atom (Eh/bohr) = 0.0410
- total charge = 0
- multiplicity = 1
- SMILES = [H]/N=C(/C)NC=O
- E_LUMO (Eh) = 0.0139
- Kohn-Sham gap (eV) = 10.00

Element x y z (Å)
H 0.00 0.40 -2.22
N 0.38 -0.40 -1.74
C 0.30 -0.27 -0.49
C -0.25 -1.64 -0.07
N 0.02 1.00 0.11
C 0.33 1.56 1.34
O -0.01 2.68 1.65
H -1.01 -1.91 -0.83
H -0.74 -1.55 0.88
H 0.50 -2.43 -0.12
H -0.43 1.66 -0.51
H 0.92 0.91 1.99

Atom charges from the natural (NBO) analysis, given in e for atoms 1 to 4:
1 H 0.3242
2 N -0.6267
3 C 0.4307
4 C -0.6423

---

Q: What is the electronic energy in the fourth record?
A: -15456.1175 eV

---

Q: The highest electronic energy belongs to which entry?
A: C3H6N2O

---

Q: Which of these has the highest multiplicity?
A: C3HLiO4Pd